Molecular formula: C70H159N9O13
Method: DFT, ωB97M-V/def2-TZVPD

Structure (ORCA input):
```
! RIJCOSX wB97M-V def2-TZVPD def2/J DEFGRID3
* xyz 0 1
C 5.6310 5.7914 -1.3870
C 5.5484 5.4298 0.0820
C 5.7678 3.8731 0.0924
C 6.7756 5.9805 0.8665
C 6.6600 7.4307 1.2826
C 5.2775 7.7228 1.9049
C 4.0461 7.2454 1.1078
C 2.8735 7.2293 2.0990
C 3.7833 8.2210 0.0180
N 4.3587 5.8552 0.7499
O 3.2807 5.2002 0.2329
H 4.6816 5.6023 -1.8880
H 5.6278 6.8737 -1.5159
H 6.4675 5.3658 -1.9414
H 5.0084 3.3444 -0.4837
H 6.7449 3.5413 -0.2587
H 5.7763 3.5218 1.1242
H 6.9700 5.4173 1.7793
H 7.7169 5.8678 0.3286
H 7.4467 7.8157 1.9314
H 6.7914 8.0793 0.4165
H 5.3119 8.8122 1.9131
H 5.3416 7.2841 2.9007
H 2.0261 6.8262 1.5445
H 2.7002 8.2627 2.3991
H 3.1922 6.5172 2.8603
H 3.4143 9.1531 0.4459
H 3.0054 7.9267 -0.6866
H 4.6841 8.3996 -0.5691
H 3.2717 4.4011 0.7647
C -6.4022 -6.1853 -5.7574
C -6.3598 -6.6956 -4.3106
C -7.6120 -7.6359 -4.1593
C -5.1103 -7.5972 -4.2163
C -4.5464 -7.8375 -2.8526
C -4.5323 -6.5175 -2.0679
C -5.8736 -5.8074 -1.9732
C -6.9667 -6.6017 -1.1109
C -5.6300 -4.4421 -1.2762
N -6.2828 -5.5386 -3.4044
O -7.3732 -4.6495 -3.4859
H -6.1810 -7.0028 -6.4436
H -7.4043 -5.7614 -5.8215
H -5.7180 -5.3488 -5.9001
H -8.0759 -7.9788 -5.0842
H -7.3671 -8.5309 -3.5873
H -8.4105 -7.1244 -3.6219
H -5.3153 -8.5565 -4.6914
H -4.3655 -7.1595 -4.8810
H -5.0067 -8.6286 -2.2606
H -3.5223 -8.2102 -2.8361
H -3.8358 -5.8280 -2.5449
H -4.1324 -6.6448 -1.0619
H -6.7642 -7.6696 -1.1936
H -7.9593 -6.4222 -1.5239
H -6.9392 -6.3224 -0.0577
H -6.4676 -4.1114 -0.6620
H -5.4960 -3.6983 -2.0616
H -4.6625 -4.3118 -0.7913
H -7.0442 -3.9073 -3.9983
C -2.7142 3.5984 8.5811
C -2.6874 4.7756 7.6279
C -2.3731 6.0410 8.4242
C -1.5437 4.6579 6.5767
C -1.7899 3.8140 5.3184
C -3.1251 4.2959 4.7006
C -4.2666 4.1452 5.6901
C -5.4508 4.8216 4.9077
C -4.4939 2.7038 5.9525
N -3.9751 4.8847 6.9052
O -5.0561 4.9134 7.7532
H -1.8087 3.5188 9.1827
H -3.5785 3.6372 9.2442
H -2.7472 2.6211 8.0996
H -3.1647 6.2943 9.1293
H -1.4171 5.8824 8.9232
H -2.3511 6.8326 7.6752
H -1.3103 5.6575 6.2101
H -0.5741 4.3582 6.9743
H -0.9656 3.7165 4.6119
H -1.8908 2.7700 5.6152
H -3.2654 3.6454 3.8373
H -3.0643 5.3228 4.3402
H -5.3862 4.6318 3.8363
H -5.3124 5.8985 4.8116
H -6.4561 4.7032 5.3120
H -3.7298 2.0400 6.3571
H -4.8271 2.2040 5.0429
H -5.2847 2.5303 6.6822
H -5.3728 5.7956 7.5458
C -5.4575 6.0139 -4.0666
C -4.2221 6.7428 -3.4420
C -4.3416 7.0629 -1.9591
C -3.0466 5.6538 -3.5505
C -1.6257 6.2068 -3.3053
C -1.4024 7.3953 -4.2742
C -2.4342 8.5260 -4.2113
C -2.2696 9.3854 -2.9231
C -2.1152 9.5446 -5.4215
N -3.8093 7.8939 -4.3346
O -4.8438 8.8198 -4.5150
H -6.3418 6.5761 -3.7664
H -5.5519 6.0754 -5.1507
H -5.6740 4.9969 -3.7394
H -3.4337 6.8932 -1.3802
H -4.7582 8.0575 -1.7999
H -5.1296 6.4777 -1.4851
H -3.1768 4.8001 -2.8854
H -3.0775 5.0893 -4.4824
H -1.5061 6.5546 -2.2793
H -0.8685 5.4295 -3.4081
H -1.4168 6.9824 -5.2829
H -0.3661 7.7330 -4.2691
H -1.4885 10.1412 -3.0050
H -2.0080 8.7987 -2.0426
H -3.2169 9.8880 -2.7279
H -2.7408 10.4371 -5.4096
H -2.3292 9.0482 -6.3679
H -1.0674 9.8235 -5.5328
H -4.8714 9.2836 -3.6749
C -1.8747 -6.7501 10.5031
C -2.9351 -5.6941 10.6460
C -4.0988 -6.2679 11.5862
C -2.4741 -4.3807 11.2325
C -1.7901 -3.4357 10.3243
C -2.4632 -3.1730 8.9828
C -2.8260 -4.5168 8.2874
C -3.7697 -4.1739 7.1175
C -1.5379 -5.1348 7.6467
N -3.5242 -5.3876 9.2644
O -4.1918 -6.4579 8.7262
H -1.7274 -7.3359 11.4104
H -2.1239 -7.4976 9.7499
H -0.8930 -6.2846 10.4161
H -4.1991 -7.3269 11.3482
H -3.7819 -6.1613 12.6236
H -5.0552 -5.7513 11.5056
H -3.3298 -3.8692 11.6732
H -1.7661 -4.6340 12.0216
H -1.6522 -2.4874 10.8439
H -0.7948 -3.8538 10.1737
H -1.7979 -2.6023 8.3349
H -3.4063 -2.6507 9.1435
H -4.5686 -3.5255 7.4773
H -4.2620 -5.0704 6.7406
H -3.2356 -3.6765 6.3079
H -1.6059 -5.9419 6.9172
H -0.9341 -5.5809 8.4370
H -0.9441 -4.3796 7.1316
H -5.0457 -6.1729 9.0598
C 4.1160 -6.8565 -7.3896
C 5.1450 -5.6481 -7.1959
C 6.5729 -6.2688 -7.4128
C 5.0051 -4.6511 -8.3776
C 3.8091 -3.7470 -8.2749
C 3.8814 -2.9702 -6.8929
C 3.9282 -3.9641 -5.7250
C 4.2982 -3.0705 -4.5323
C 2.5070 -4.4298 -5.4384
N 4.9499 -5.0100 -5.8824
O 5.1379 -5.9049 -4.7529
H 3.1007 -6.5473 -7.1409
H 4.1839 -7.2235 -8.4137
H 4.3002 -7.7122 -6.7400
H 7.4126 -5.6537 -7.0892
H 6.6058 -7.1782 -6.8127
H 6.6635 -6.5917 -8.4499
H 5.9130 -4.0535 -8.4595
H 4.8519 -5.2187 -9.2955
H 3.7417 -3.0011 -9.0669
H 2.9121 -4.3646 -8.2305
H 2.9214 -2.4539 -6.8860
H 4.7080 -2.2648 -6.8070
H 3.7447 -2.1348 -4.4544
H 5.3536 -2.7992 -4.5577
H 4.1681 -3.5720 -3.5733
H 2.4897 -5.1063 -4.5839
H 2.1633 -4.8674 -6.3756
H 1.7951 -3.6296 -5.2357
H 4.4880 -6.6007 -4.8759
C 9.0831 0.5470 5.9196
O 7.7830 0.5543 5.4147
C 6.8249 -0.3041 6.0550
C 5.4968 -0.2398 5.2253
C 4.3467 -0.9556 5.9925
N 5.6179 -0.8930 3.9310
H 9.7795 1.2464 5.4570
H 9.5749 -0.4244 5.9699
H 9.0147 0.7721 6.9839
H 7.1093 -1.3478 6.1884
H 6.5988 -0.0450 7.0894
H 5.1626 0.7845 5.0606
H 3.5496 -1.3180 5.3434
H 3.9404 -0.3471 6.8006
H 4.6832 -1.8408 6.5322
H 5.6919 -1.8760 4.1508
H 6.4748 -0.6510 3.4542
C 2.3013 -9.8040 2.7211
O 2.9747 -9.2877 1.5947
C 4.1599 -8.5490 1.9032
C 3.9344 -7.1998 2.7259
C 3.3331 -6.1137 1.9001
N 5.2208 -6.5769 3.0719
H 3.0148 -10.2464 3.4163
H 1.5633 -10.4204 2.2078
H 1.8320 -8.9945 3.2802
H 4.8842 -9.1847 2.4125
H 4.6892 -8.3129 0.9800
H 3.3918 -7.3958 3.6506
H 2.3727 -6.4907 1.5484
H 3.9414 -5.9446 1.0115
H 3.1906 -5.2429 2.5400
H 5.6695 -7.0972 3.8121
H 5.7768 -6.5909 2.2288
C 4.5891 5.5216 -11.8927
O 3.8647 5.1296 -10.7292
C 2.6828 4.3564 -10.8968
C 1.9119 4.1813 -9.5068
C 2.7085 3.5566 -8.3722
N 0.6761 3.3348 -9.6866
H 4.7088 4.7418 -12.6447
H 5.6068 5.8309 -11.6543
H 4.1545 6.3851 -12.3963
H 2.0311 4.9033 -11.5781
H 2.9069 3.3591 -11.2754
H 1.4916 5.1337 -9.1836
H 2.2246 3.5893 -7.3961
H 3.6435 4.0665 -8.1400
H 2.9573 2.5459 -8.6959
H 0.1036 3.1602 -8.8730
H 0.8755 2.3685 -9.9024
O -2.5902 0.2830 -6.2578
C -3.8311 -0.2423 -5.8020
C -4.9560 0.3320 -6.6734
O -6.1017 -0.4568 -6.4202
H -2.0270 0.3309 -5.4819
H -3.6545 -1.3102 -5.6735
H -3.8944 0.1648 -4.7928
H -4.6624 0.2213 -7.7173
H -5.0592 1.4146 -6.6001
H -6.7678 -0.0882 -7.0050
O 1.3068 0.7805 1.1732
C 0.1707 -0.0636 0.9191
C -0.6191 0.4426 -0.2479
O 0.0195 0.5736 -1.4631
H 2.0853 0.2363 1.3124
H 0.5024 -1.0670 0.6520
H -0.4250 -0.1662 1.8261
H -1.0619 1.4196 -0.0541
H -1.4336 -0.2817 -0.2575
H 0.3703 1.4631 -1.5478
*
```

Its structure (SMILES) is CC1(C)CCCC(C)(C)N1O.CC1(C)CCCC(C)(C)N1O.CC1(C)CCCC(C)(C)N1O.CC1(C)CCCC(C)(C)N1O.CC1(C)CCCC(C)(C)N1O.CC1(C)CCCC(C)(C)N1O.COC[C@H](C)N.COC[C@H](C)N.COC[C@H](C)N.OCCO.OCCO. For the orbital gap, the calculation gives 8.13 eV.